Record 1
Formula: C24H69N3O9
Source: OMol25
Level of theory: wB97M-V/def2-TZVPD

Atoms and positions in Å:
1 C -10.80600 -5.42485 -7.66330
2 O -11.82924 -5.78584 -8.60092
3 C -12.68181 -6.80218 -8.14545
4 C -13.63332 -7.18331 -9.27427
5 C -14.72038 -6.14550 -9.54603
6 N -14.19795 -8.53490 -9.02340
7 H -10.32571 -6.34032 -7.31281
8 H -11.24598 -4.84965 -6.84280
9 H -10.13964 -4.80327 -8.25809
10 H -12.13794 -7.73417 -7.93650
11 H -13.21452 -6.50088 -7.23645
12 H -12.96839 -7.30323 -10.13487
13 H -15.16547 -5.64757 -8.68351
14 H -15.55660 -6.48721 -10.16089
15 H -14.26874 -5.35447 -10.15638
16 H -15.00736 -8.63842 -9.63234
17 H -14.65610 -8.55936 -8.11197
18 C -12.73813 -2.76590 -10.40836
19 O -13.65229 -2.36073 -11.40036
20 C -13.38522 -2.91118 -12.67594
21 C -14.71434 -3.08350 -13.40322
22 C -15.74782 -3.88407 -12.59186
23 N -14.44936 -3.79114 -14.66871
24 H -12.76778 -2.11363 -9.53528
25 H -11.71716 -2.57401 -10.76502
26 H -12.88981 -3.81113 -10.14719
27 H -12.77868 -2.22025 -13.27023
28 H -12.84997 -3.86271 -12.57793
29 H -15.09344 -2.08776 -13.63159
30 H -15.27716 -4.80227 -12.22845
31 H -16.67044 -4.10366 -13.12386
32 H -16.03288 -3.35021 -11.67789
33 H -15.14471 -3.54794 -15.36386
34 H -14.53251 -4.79390 -14.55769
35 C -9.62627 -12.19648 -13.42075
36 O -8.45685 -12.03126 -12.63463
37 C -7.39789 -11.47335 -13.38109
38 C -6.66496 -10.43872 -12.53925
39 C -7.61866 -9.43579 -11.92569
40 N -5.65007 -9.75749 -13.35922
41 H -10.37994 -12.76845 -12.88361
42 H -9.35713 -12.75774 -14.31779
43 H -10.04701 -11.21235 -13.63727
44 H -6.71545 -12.26706 -13.69548
45 H -7.77676 -10.94181 -14.26500
46 H -6.13563 -10.95975 -11.73448
47 H -8.40970 -9.90879 -11.32870
48 H -8.19884 -8.95265 -12.72556
49 H -7.15213 -8.67464 -11.30279
50 H -5.27041 -8.95193 -12.86596
51 H -6.14126 -9.25284 -14.10371
52 C -7.53008 -3.43899 -6.87053
53 C -7.71957 -4.56001 -5.88124
54 O -7.73458 -5.81287 -6.57471
55 H -8.28067 -3.46285 -7.65620
56 H -6.50791 -3.42974 -7.24838
57 H -7.60997 -2.49582 -6.32167
58 H -8.66260 -4.46902 -5.32713
59 H -6.89067 -4.58369 -5.16407
60 H -7.74034 -6.53615 -5.94293
61 C -4.57298 -5.25257 -14.26908
62 C -5.93096 -4.93959 -13.66950
63 O -6.96746 -5.24499 -14.56352
64 H -4.40680 -4.52466 -15.06498
65 H -4.51447 -6.25177 -14.69920
66 H -3.82024 -5.15374 -13.48799
67 H -5.89868 -3.88805 -13.34851
68 H -6.06468 -5.46781 -12.71292
69 H -7.80946 -4.99961 -14.13837
70 C -8.36008 -6.90707 -10.29762
71 C -9.62408 -6.86623 -11.18388
72 O -10.32696 -5.63891 -11.00885
73 H -7.85991 -7.87108 -10.42927
74 H -8.67004 -6.81323 -9.25837
75 H -7.63707 -6.13228 -10.54702
76 H -10.24302 -7.73194 -10.93476
77 H -9.25107 -6.92949 -12.20931
78 H -11.01031 -5.76459 -10.32555
79 C -12.81448 -10.55409 -12.59169
80 C -11.89498 -9.64492 -11.80748
81 O -12.06983 -9.81414 -10.39262
82 H -13.87066 -10.30647 -12.50341
83 H -12.65876 -11.59814 -12.32315
84 H -12.52868 -10.42572 -13.64261
85 H -12.14152 -8.60066 -12.04060
86 H -10.83484 -9.78294 -12.01319
87 H -12.87340 -9.35732 -10.06774
88 C -7.74412 -9.23161 -8.16610
89 C -9.23681 -9.17885 -8.38549
90 O -9.76049 -10.38184 -8.88992
91 H -7.26246 -9.75974 -8.99513
92 H -7.47042 -9.78913 -7.26714
93 H -7.28008 -8.24767 -8.08487
94 H -9.47283 -8.36925 -9.08509
95 H -9.69623 -8.95183 -7.41196
96 H -10.44596 -10.20399 -9.55280
97 C -8.28239 -2.76712 -11.27286
98 C -9.05325 -2.81795 -12.60565
99 O -9.12579 -4.15564 -13.07137
100 H -8.28263 -1.77685 -10.81273
101 H -7.23793 -2.98369 -11.51606
102 H -8.60449 -3.51703 -10.55345
103 H -8.56474 -2.21447 -13.36401
104 H -10.07683 -2.47090 -12.43255
105 H -9.63624 -4.70392 -12.45496

Summary:
Kohn-Sham gap: 0.35508 hartree
net charge: 0
multiplicity: 1
max |F|: 0.032 hartree/bohr
E_HOMO: -9.243 eV
energy above the lowest of the compared OMol25 structures with the same formula, charge and spin: 157.2 kJ/mol
SMILES: COC[C@H](C)N.COC[C@H](C)N.COC[C@H](C)N.CCO.CCO.CCO.CCO.CCO.CCO

Löwdin atomic charge list, values in e, 2 entries: -0.056 -0.225



Record 2
Formula: C24H70N8O12
Source: OMol25
Level of theory: wB97M-V/def2-TZVPD

Atoms and positions in Å:
1 C 1.37114 -2.28066 2.06016
2 O 2.06251 -1.84136 0.90676
3 C 2.73546 -2.84897 0.14935
4 C 2.89604 -2.41051 -1.35914
5 C 3.43638 -3.56228 -2.18192
6 N 3.82622 -1.21722 -1.52027
7 H 1.91349 -2.56479 2.96195
8 H 0.61944 -3.01997 1.78361
9 H 0.76054 -1.43837 2.38543
10 H 3.74559 -3.06029 0.50019
11 H 2.31021 -3.84957 0.22725
12 H 1.89387 -2.26162 -1.76113
13 H 2.69219 -4.34257 -2.02250
14 H 4.45900 -3.83714 -1.92345
15 H 3.43051 -3.18247 -3.20359
16 H 3.41322 -0.41045 -1.07456
17 H 3.82759 -1.01321 -2.50945
18 C -1.69625 -0.56723 0.39320
19 O -0.60985 -0.05270 -0.34937
20 C -0.26444 1.36348 -0.27366
21 C 0.31045 1.70984 1.11102
22 C 0.71469 3.16053 1.21870
23 N 1.47625 0.94035 1.30829
24 H -2.65996 -0.26712 -0.01827
25 H -1.60752 -0.39215 1.46538
26 H -1.77484 -1.65097 0.30696
27 H 0.44336 1.59181 -1.07052
28 H -1.19218 1.88384 -0.51157
29 H -0.46169 1.64425 1.87758
30 H 1.30680 3.53866 0.38533
31 H 1.25748 3.34958 2.14485
32 H -0.15750 3.81293 1.26064
33 H 1.38036 0.02030 0.90278
34 H 2.24349 1.37005 0.81150
35 C -0.88090 -4.42989 -0.97264
36 O -1.23593 -5.60624 -0.17496
37 C -0.09430 -6.36031 0.12624
38 C -0.56226 -7.56436 1.00890
39 C -1.34672 -7.20188 2.30129
40 N 0.60448 -8.24693 1.47853
41 H 0.00007 -3.93450 -0.56451
42 H -1.75104 -3.78723 -1.10657
43 H -0.63397 -4.77364 -1.97711
44 H 0.24431 -6.76267 -0.82851
45 H 0.71207 -5.78077 0.57567
46 H -1.14239 -8.27271 0.41747
47 H -2.36593 -6.91220 2.04557
48 H -0.82027 -6.38114 2.78845
49 H -1.48230 -8.10138 2.90182
50 H 0.50200 -9.19786 1.80306
51 H 0.82476 -7.72629 2.31550
52 C -2.25123 7.79881 -4.00817
53 O -2.22411 6.39379 -3.78227
54 C -1.52505 6.01070 -2.59470
55 C -2.56721 5.83162 -1.41328
56 C -1.81638 5.55943 -0.09984
57 N -3.37493 4.63285 -1.65214
58 H -2.69795 8.33231 -3.16917
59 H -2.88655 7.97466 -4.87624
60 H -1.29571 8.30433 -4.14786
61 H -1.16232 4.99264 -2.73634
62 H -0.76652 6.66654 -2.16739
63 H -3.17779 6.72536 -1.28470
64 H -0.88403 5.01597 -0.25311
65 H -2.40451 5.08077 0.68317
66 H -1.70509 6.56841 0.29724
67 H -4.04419 4.78965 -2.39214
68 H -2.83712 3.86162 -2.02102
69 N -0.03708 4.84698 4.21661
70 C -1.31389 4.87160 4.00923
71 N -1.84137 3.71133 4.11199
72 O -1.92312 5.91039 3.83467
73 H 0.47532 5.71662 4.25221
74 H 0.26613 3.98518 4.64726
75 H -2.75323 3.63074 3.68522
76 H -1.16614 2.97590 4.26462
77 N 2.33425 0.66829 4.20981
78 C 2.98590 0.05054 5.11016
79 N 3.23285 0.72623 6.18306
80 O 3.44603 -1.05667 4.92332
81 H 2.15097 0.21477 3.32616
82 H 1.98894 1.60754 4.34644
83 H 2.89626 1.64325 6.43975
84 H 3.74743 0.13312 6.81829
85 O -1.12189 1.53005 -4.19014
86 C -0.97328 0.22476 -4.63431
87 C -0.94950 -0.78294 -3.44567
88 O 0.28938 -0.62705 -2.77628
89 H -0.39245 1.75628 -3.60847
90 H -1.83509 0.02498 -5.27107
91 H -0.08120 -0.02842 -5.20720
92 H -1.07820 -1.81698 -3.76553
93 H -1.80385 -0.53569 -2.81557
94 H 0.08082 -0.49580 -1.84844
95 O 3.92574 1.58660 -0.10902
96 C 5.03769 1.56652 0.77418
97 C 5.10826 0.28298 1.63047
98 O 5.45929 -0.84191 0.85747
99 H 4.24504 1.54300 -1.01331
100 H 5.90305 1.61633 0.11331
101 H 4.91721 2.40910 1.45511
102 H 4.12225 0.18090 2.08377
103 H 5.74288 0.42365 2.50544
104 H 4.68960 -1.19975 0.40900
105 O -4.73022 -3.28044 -1.65667
106 C -5.22233 -1.98545 -1.94780
107 C -5.14566 -1.61293 -3.42648
108 O -5.87706 -0.43878 -3.58650
109 H -4.84640 -3.49631 -0.72850
110 H -6.24479 -1.89645 -1.58072
111 H -4.57319 -1.28466 -1.42282
112 H -5.62934 -2.40163 -4.00278
113 H -4.11493 -1.40210 -3.71152
114 H -6.44413 -0.46714 -4.36058

Summary:
Kohn-Sham gap: 0.32064 hartree
net charge: 0
multiplicity: 1
max |F|: 0.110 hartree/bohr
E_HOMO: -8.795 eV
energy above the lowest of the compared OMol25 structures with the same formula, charge and spin: 801.1 kJ/mol
SMILES: COC[C@H](C)N.COC[C@H](C)N.COC[C@H](C)N.COC[C@H](C)N.NC(N)=O.NC(N)=O.OCCO.OCCO.OCCO

Löwdin atomic charge list, values in e, 2 entries: -0.091 -0.207